1.
Formula: C2H7S3
Source: the OMol25 dataset
Level of theory: the ωB97M-V functional and the def2-TZVPD basis

```
! RIJCOSX wB97M-V def2-TZVPD def2/J DEFGRID3
* xyz -1 1
S -1.422 -1.140 -1.104
H -2.732 -0.869 -1.127
C -0.902 1.000 1.439
S 0.744 1.635 1.024
S 1.915 -0.078 0.604
C 1.560 -0.681 -1.091
H -0.973 0.028 0.884
H -1.002 0.818 2.504
H -1.625 1.726 1.066
H 2.533 -0.685 -1.598
H 1.080 -1.677 -0.928
H 0.825 -0.078 -1.675
*
```

Calculated values
E: -1274.98609 a.u.
LUMO energy: 3.369 eV

Mulliken atomic charge list, values in e, 4 entries: number 1, S, carries -0.787; number 2, H, carries -0.050; number 3, C, carries -0.410; number 4, S, carries -0.149

---

2.
Formula: C9H18O2S2
Source: the OMol25 dataset
Level of theory: the ωB97M-V functional and the def2-TZVPD basis

```
! RIJCOSX wB97M-V def2-TZVPD def2/J DEFGRID3
* xyz 0 1
C 4.242 0.069 -0.132
C 3.646 -1.263 0.299
C 3.458 1.260 0.414
C 1.012 -0.217 0.513
C -3.845 -1.022 1.129
C -1.939 -0.369 -2.179
C -2.412 -0.508 1.014
C -2.841 0.521 -1.318
C -2.234 0.639 0.056
O 1.139 2.426 0.493
O -1.554 1.603 0.351
S 1.922 -1.504 -0.309
S 1.747 1.111 -0.272
H 5.280 0.128 0.213
H 4.252 0.121 -1.226
H 4.214 -2.097 -0.108
H 3.618 -1.348 1.388
H 3.386 1.246 1.500
H 3.869 2.208 0.078
H 1.143 -0.239 1.593
H -4.157 -1.544 0.227
H -3.919 -1.717 1.964
H -4.530 -0.196 1.314
H -0.912 -0.015 -2.138
H -1.956 -1.397 -1.827
H -2.276 -0.348 -3.212
H -1.746 -1.304 0.667
H -2.047 -0.185 1.990
H -2.887 1.519 -1.759
H -3.847 0.107 -1.272
H 0.172 2.315 0.549
*
```

Calculated values
E: -1300.49804 a.u.
LUMO energy: 0.822 eV

Mulliken atomic charge list, values in e, 4 entries: number 1, C, carries -0.622; number 2, C, carries -0.643; number 3, C, carries -0.700; number 4, C, carries -0.557

---

3.
Formula: C2H2N4OS
Source: the OMol25 dataset
Level of theory: the ωB97M-V functional and the def2-TZVPD basis

```
! RIJCOSX wB97M-V def2-TZVPD def2/J DEFGRID3
* xyz 0 1
C -0.110 0.802 0.067
C -0.591 -1.635 0.933
H 2.058 1.129 -1.891
H -0.728 -2.737 1.232
N 0.198 1.944 -0.293
N 0.271 -0.258 -0.715
N 0.190 -1.458 -0.285
N -1.221 -0.644 1.576
O -1.085 0.548 1.082
S 1.020 2.309 -1.707
*
```

Calculated values
E: -769.66946 a.u.
LUMO energy: -1.688 eV

Mulliken atomic charge list, values in e, 4 entries: number 1, C, carries 0.679; number 2, C, carries 0.041; number 3, H, carries 0.171; number 4, H, carries 0.351

---

4.
Formula: C6H6N2O
Source: the OMol25 dataset
Level of theory: the ωB97M-V functional and the def2-TZVPD basis

```
! RIJCOSX wB97M-V def2-TZVPD def2/J DEFGRID3
* xyz 0 1
C -1.511 0.987 0.209
C -0.204 0.264 0.329
C 0.284 -0.480 -0.754
C 1.423 -1.108 -0.656
C 2.228 -1.025 0.467
C 1.698 -0.290 1.488
H -4.063 1.084 -1.505
H -1.734 1.776 0.878
H -0.298 -0.647 -1.680
H 1.932 -1.634 -1.654
H 3.206 -1.452 0.526
H 2.247 0.002 2.395
N -2.384 0.538 -0.650
N 0.633 0.466 1.381
O -3.459 1.519 -0.774
*
```

Calculated values
E: -416.88640 a.u.
LUMO energy: 0.087 eV

Mulliken atomic charge list, values in e, 4 entries: number 1, C, carries -0.360; number 2, C, carries 0.489; number 3, C, carries -0.206; number 4, C, carries -0.204

---

5.
Formula: C5H11NO
Source: the OMol25 dataset
Level of theory: the ωB97M-V functional and the def2-TZVPD basis

```
! RIJCOSX wB97M-V def2-TZVPD def2/J DEFGRID3
* xyz 0 1
C 0.686 1.681 0.521
C -0.349 0.474 -1.366
C 0.249 -0.957 -1.044
C -0.222 -1.219 0.401
C -1.053 0.050 0.755
H 1.517 0.977 0.818
H 0.982 2.572 -0.007
H 0.217 2.074 1.525
H 0.253 1.034 -2.089
H -1.253 0.324 -1.927
H -0.247 -1.694 -1.684
H 1.323 -0.984 -1.150
H -0.794 -2.226 0.462
H 1.320 -2.116 1.231
H -2.076 -0.184 0.517
H -0.919 0.314 1.805
N -0.522 1.090 -0.116
O 0.888 -1.210 1.349
*
```

Calculated values
E: -327.06078 a.u.
LUMO energy: 0.912 eV

Mulliken atomic charge list, values in e, 4 entries: number 1, C, carries -0.791; number 2, C, carries -0.792; number 3, C, carries -0.581; number 4, C, carries 0.197

---

HOMO energy? In order: -2.95; -7.54; -8.98; -9.22; -8.41 eV.
HOMO-LUMO gap? In order: 0.2324; 0.3074; 0.2681; 0.3419; 0.3427 hartree.
Energy above the lowest of the compared OMol25 structures with the same formula, charge and spin? In order: 15.8; 0.0; 96.4; 54.8; 44.3 kcal/mol.